(1)
Formula: C6H13N
Source: OMol25
Level of theory: ωB97M-V/def2-TZVPD

Properties
Net charge: 0
E_HOMO: -8.70 eV
Maximum force: 5.76 eV/Å
Structure (SMILES): C/C=C(\C)CCN
Energy above the lowest of the compared OMol25 structures with the same formula, charge and spin: 2.084 eV
Frontier orbital gap: 0.3589 Ha

XYZ file:
```
20
C6H13N | OMol25 | ωB97M-V/def2-TZVPD
C 1.6948 0.5189 -0.1781
C 0.8809 -0.8822 0.0860
C -0.6561 -0.4400 0.2567
C -1.4875 -0.2003 -0.8071
C -2.8867 0.2946 -0.9026
C -0.9288 0.1149 1.6968
N 3.1868 0.2125 -0.2354
H 1.2810 0.8982 -1.1023
H 1.4679 1.1883 0.6229
H 1.2068 -1.2224 1.1641
H 1.0116 -1.5261 -0.7094
H -0.9636 -0.4552 -1.8563
H -3.4466 -0.1654 -0.1106
H -3.0097 1.3086 -0.5674
H -3.5822 0.1841 -1.6652
H -0.9647 -0.7604 2.3725
H -0.2656 0.9881 1.9884
H -1.9810 0.5134 1.7468
H 3.8298 0.9976 0.0753
H 3.4091 0.1274 -1.2210
```

***

(2)
Formula: C2H4NP
Source: OMol25
Level of theory: ωB97M-V/def2-TZVPD

Properties
Net charge: 0
E_HOMO (alpha / beta): -9.18 / -9.17 eV
Maximum force: 3.16 eV/Å
Energy above the lowest of the compared OMol25 structures with the same formula, charge and spin: 2.384 eV
Frontier orbital gap (alpha / beta): 0.2714 / 0.2702 Ha

XYZ file:
```
8
C2H4NP | OMol25 | ωB97M-V/def2-TZVPD
C 0.0601 -0.4289 -1.2842
C 0.1501 -0.8866 0.0725
N -0.1929 0.0402 -2.3212
P -0.5956 2.2973 1.7756
H 1.1976 -0.7843 0.3883
H -0.2113 -1.9867 0.1361
H -0.4929 -0.2579 0.7184
H 0.0850 2.0069 0.5146
```

***

(3)
Formula: C27H34N5RuS5
Source: OMol25
Level of theory: ωB97M-V/def2-TZVPD

Properties
Net charge: +2
Multiplicity: 6
E_HOMO (alpha / beta): -10.09 / -12.06 eV
Maximum force: 3.72 eV/Å
<S²>: 8.79
Energy above the lowest of the compared OMol25 structures with the same formula, charge and spin: 0.000 eV
Frontier orbital gap (alpha / beta): 0.1990 / 0.2136 Ha

XYZ file:
```
72
C27H34N5RuS5 | OMol25 | ωB97M-V/def2-TZVPD
Ru 0.1774 1.0697 0.7513
S 1.7973 -0.7677 0.6541
C 1.7683 -1.6833 2.1281
C 2.4559 -2.9379 2.1707
C 2.3143 -3.7238 3.3107
C 1.3931 -3.4456 4.3425
C 0.6847 -2.2367 4.2595
C 0.9201 -1.3394 3.1927
S 0.1015 0.1970 3.1005
C -1.6740 -0.2562 2.9727
C -2.1408 -0.5970 1.6196
C -3.2107 -1.4858 1.4617
C -3.7534 -1.7021 0.2053
C -3.1704 -1.1093 -0.8929
C -2.1015 -0.2198 -0.7219
C -1.5768 0.6324 -1.8520
S 0.2719 0.8268 -1.5169
C 0.9957 2.3146 -2.1045
C 0.9366 2.9310 -3.3732
C 1.9311 3.8306 -3.7941
C 2.9702 4.1659 -2.9029
C 3.0407 3.6222 -1.6318
C 2.0034 2.7665 -1.1955
S 2.2183 2.1211 0.3972
N -1.5826 -0.0459 0.5102
H 3.1765 -3.1513 1.3874
H 2.9037 -4.6128 3.3780
H 1.2054 -4.1113 5.1992
H -0.0988 -1.9722 5.0149
H -2.2096 0.6660 3.2893
H -1.9514 -1.0132 3.7404
H -3.5441 -2.1083 2.2939
H -4.5791 -2.4054 0.0669
H -3.4842 -1.4171 -1.9136
H -1.9732 1.6260 -1.8847
H -1.7306 0.1117 -2.8044
H 0.1468 2.6319 -4.0869
H 1.8997 4.2594 -4.7934
H 3.7697 4.8325 -3.2448
H 3.8143 3.8750 -0.9100
S -1.3055 2.7740 1.6502
C -0.8299 4.3657 1.2171
N -1.3633 4.9011 0.0777
C -1.2982 6.3511 -0.1788
C 0.0322 6.8442 0.3060
C 0.1892 6.5401 1.7967
N -0.0488 5.1212 2.0094
H -1.9860 4.2584 -0.4350
H -2.1109 6.8283 0.3399
H -1.4937 6.3990 -1.2534
H 0.1134 7.9124 0.1913
H 0.8519 6.3969 -0.2805
H -0.5021 7.1192 2.4100
H 1.2149 6.7639 2.1366
H 0.1731 4.7182 2.8922
N 0.1886 -6.3424 -2.3801
C -1.1239 -5.6460 -1.9684
C -0.8606 -4.5325 -0.9937
N 0.1740 -3.6753 -1.5935
C 1.4755 -4.2938 -1.6688
C 1.4453 -5.8328 -1.6825
H 0.3216 -6.1968 -3.3924
H 0.1484 -7.3778 -2.2657
H -1.7960 -6.4429 -1.5892
H -1.5736 -5.2238 -2.9133
H -0.5339 -4.8779 0.0124
H -1.7786 -3.9652 -0.9022
H 0.2237 -2.7784 -1.1020
H 2.1262 -3.9171 -0.8606
H 2.0508 -3.9445 -2.5199
H 1.4510 -6.1840 -0.6578
H 2.3094 -6.2003 -2.2253
```

***

> Look up the net charge of the second one.

0

***

> What is the maximum force in the third record?

3.72 eV/Å

***

> Which of these has the highest maximum force?

C6H13N